Computed, not measured: a structure of composition C30H28F5N4OS3V at a distorted geometry, with wB97M-V/def2-TZVPD.

Geometry (Å):
V1 -0.1399 -0.0234 -0.4400
C1 1.2315 1.7848 3.0695
N1 0.6068 1.9910 1.7689
C2 1.4443 2.7593 0.8613
C3 2.4038 1.7960 0.1615
N2 1.7563 0.8555 -0.7833
C4 2.6325 -0.3145 -0.9154
C5 1.5525 1.5345 -2.0496
C6 2.5608 1.6575 -2.9969
C7 2.3457 2.3767 -4.1615
C8 1.1215 2.9818 -4.3967
C9 0.1006 2.8518 -3.4743
C10 0.3084 2.1246 -2.3056
S1 -1.0141 1.8386 -1.1945
C11 -0.7137 2.5048 1.9624
C12 -0.9932 3.8148 2.3156
C13 -2.3052 4.2083 2.5256
C14 -3.3406 3.2978 2.3897
C15 -3.0747 1.9860 2.0417
C16 -1.7622 1.5940 1.8206
S2 -1.3622 -0.0534 1.3764
H1 1.4317 2.7384 3.5729
H2 2.1698 1.2440 2.9603
H3 0.5641 1.1918 3.6914
H4 2.0478 3.5179 1.3870
H5 0.8119 3.2820 0.1379
H6 2.8942 1.2018 0.9365
H7 3.1724 2.3748 -0.3677
H8 3.6798 -0.0252 -1.0557
H9 2.3176 -0.9194 -1.7677
H10 2.5556 -0.9092 -0.0015
H11 3.5213 1.1888 -2.8460
H12 3.1423 2.4613 -4.8840
H13 0.9607 3.5424 -5.3037
H14 -0.8713 3.2863 -3.6506
H15 -0.1893 4.5289 2.4211
H16 -2.5183 5.2304 2.7939
H17 -4.3588 3.6092 2.5561
H18 -3.8669 1.2647 1.9186
C17 1.0015 -4.2310 -1.2142
C18 0.4255 -3.3635 -0.1243
O1 0.4829 -2.1354 -0.1699
N3 -0.1355 -4.0113 0.8996
C19 -0.6418 -3.3097 2.0629
C20 0.4740 -2.8032 2.9479
C21 0.4803 -3.0898 4.3060
C22 1.4966 -2.5799 5.0952
C23 2.4895 -1.8267 4.4914
C24 2.4076 -1.6164 3.1241
N4 1.4204 -2.0699 2.3703
H19 0.8743 -3.7439 -2.1781
H20 0.5374 -5.2121 -1.2374
H21 2.0680 -4.3648 -1.0375
H22 -0.1097 -5.0201 0.9295
H23 -1.2975 -3.9763 2.6229
H24 -1.2125 -2.4439 1.7052
H25 -0.3018 -3.6964 4.7304
H26 1.5167 -2.7690 6.1578
H27 3.3014 -1.4130 5.0681
H28 3.1719 -1.0509 2.6042
F1 -5.8366 -1.7535 -4.5324
C25 -4.6058 -1.5201 -4.0850
C26 -4.3811 -1.3282 -2.7210
F2 -5.3978 -1.3711 -1.8615
C27 -3.0878 -1.1125 -2.2704
F3 -2.8298 -0.9510 -0.9490
C28 -1.9977 -1.0822 -3.1399
S3 -0.3844 -0.9829 -2.5426
C29 -2.2487 -1.2424 -4.5063
F4 -1.2258 -1.1887 -5.3630
C30 -3.5343 -1.4682 -4.9780
F5 -3.7427 -1.6472 -6.2791

Atoms 1-2, force components in eV/Å:
0.0 -0.7 -0.2
0.1 -0.1 0.1

Computed properties:
ΔE to the lowest compared entry with this formula, charge and spin	72.3	kJ/mol
orbital gap (alpha / beta)	0.21234 / 0.27353	Eh
E_HOMO (alpha / beta)	-10.49 / -10.59	eV
expectation value of S²	0.99
charge	+1
multiplicity	2
E	-4091.9626	a.u.

Here are the Löwdin charges for atoms 1 to 8, given in e: atom 1 (V): 0.33, atom 2 (C): -0.05, atom 3 (N): -0.21, atom 4 (C): -0.17, atom 5 (C): -0.12, atom 6 (N): -0.24, atom 7 (C): -0.07, atom 8 (C): -0.32

Computed, not measured: a structure of composition C30H28F5NO2S3Sc, with wB97M-V/def2-TZVPD.

Geometry (Å):
Sc1 1.0225 -0.2044 0.6195
O1 1.4718 0.6392 2.4890
S1 2.8125 1.3544 2.7143
C1 2.5189 1.9256 4.4432
C2 1.9554 3.3520 4.4173
C3 1.4265 3.5837 3.0027
C4 2.5095 3.0208 2.0973
H1 3.4417 1.8360 5.0158
H2 1.7968 1.2024 4.8192
H3 2.7549 4.0698 4.6203
H4 1.1901 3.4928 5.1815
H5 1.2312 4.6372 2.7972
H6 0.5022 3.0250 2.8414
H7 3.4549 3.5652 2.1869
H8 2.2756 2.8997 1.0417
F1 -1.0794 1.0241 3.4564
C5 -1.8589 0.4717 2.4831
C6 -1.3013 -0.0517 1.3356
C7 -2.2349 -0.5610 0.4605
F2 -1.8298 -1.1108 -0.7240
C8 -3.6033 -0.5677 0.6669
F3 -4.4618 -1.0757 -0.2404
C9 -4.1002 -0.0288 1.8374
F4 -5.4236 -0.0119 2.0715
C10 -3.2171 0.4988 2.7600
F5 -3.6988 1.0307 3.9015
C11 -0.8491 -4.5217 3.7701
C12 -0.7516 -5.0660 2.4970
C13 -0.1399 -4.3725 1.4655
C14 0.4152 -3.0955 1.6721
C15 0.3159 -2.5635 2.9723
C16 -0.3112 -3.2591 3.9897
N1 0.9778 -2.3415 0.6629
C17 1.4465 -3.0020 -0.4787
C18 2.3906 -4.0364 -0.4038
C19 2.8977 -4.6175 -1.5503
C20 2.4860 -4.1846 -2.8094
C21 1.5455 -3.1720 -2.8959
C22 1.0206 -2.5978 -1.7444
H9 -1.3363 -5.0643 4.5704
H10 -1.1728 -6.0451 2.2963
H11 -0.0974 -4.8083 0.4753
H12 0.7364 -1.5851 3.1731
H13 -0.3764 -2.8068 4.9731
H14 2.7311 -4.3600 0.5721
H15 3.6371 -5.4056 -1.4646
H16 2.8945 -4.6352 -3.7053
H17 1.2037 -2.8309 -3.8670
H18 0.2482 -1.8379 -1.8078
C23 -3.4845 3.8356 -5.5982
C24 -2.3758 3.2872 -4.7410
C25 -2.6345 2.2921 -3.8005
C26 -1.6352 1.7998 -2.9774
C27 -0.3488 2.3061 -3.0961
C28 -0.0726 3.3026 -4.0180
C29 -1.0804 3.7832 -4.8417
S2 0.9757 1.7007 -2.0228
C30 1.5787 0.4694 -3.1827
O2 0.1529 0.9747 -0.9791
H19 -4.2477 3.0806 -5.7857
H20 -3.1077 4.1873 -6.5589
H21 -3.9730 4.6796 -5.1056
H22 -3.6396 1.8959 -3.7091
H23 -1.8355 1.0331 -2.2388
H24 0.9316 3.7077 -4.0893
H25 -0.8598 4.5597 -5.5653
H26 0.7488 -0.1800 -3.4605
H27 2.3727 -0.0688 -2.6671
H28 1.9471 1.0039 -4.0589
S3 3.1198 0.5418 -0.1621

Atoms 1-2, force components in eV/Å:
0.1 0.0 -0.1
0.2 0.0 0.1

Computed properties:
ΔE to the lowest compared entry with this formula, charge and spin	4.7	kJ/mol
orbital gap	0.22972	Eh
E_HOMO	-3.99	eV
charge	-1
E	-3819.9620	a.u.

Here are the natural (NBO) charges for atoms 1 to 8, given in e: atom 1 (Sc): 1.53, atom 2 (O): -1.02, atom 3 (S): 1.31, atom 4 (C): -0.61, atom 5 (C): -0.41, atom 6 (C): -0.42, atom 7 (C): -0.60, atom 8 (H): 0.22

Computed, not measured: a structure of composition C30H28N2O6PtS, with wB97M-V/def2-TZVPD.

Geometry (Å):
Pt1 0.0062 -0.5073 2.0637
O1 -0.3460 0.7634 0.1618
C1 -1.3371 1.7774 0.5265
C2 -1.0365 2.2660 1.9794
O2 -1.6179 3.2536 2.3866
O3 -0.1830 1.5699 2.6482
C3 -2.6965 1.1056 0.4703
C4 -2.8563 -0.1278 -0.1518
C5 -4.0973 -0.7485 -0.1777
C6 -5.1960 -0.1372 0.4061
C7 -5.0454 1.1053 1.0050
C8 -3.8060 1.7256 1.0382
C9 -1.1802 2.9269 -0.4570
C10 -0.1116 3.8064 -0.2938
C11 0.1088 4.8155 -1.2164
C12 -0.7428 4.9646 -2.3029
C13 -1.8128 4.0984 -2.4629
C14 -2.0301 3.0806 -1.5441
H1 0.4853 1.2346 -0.0341
H2 -2.0035 -0.6072 -0.6130
H3 -4.2038 -1.7142 -0.6569
H4 -6.1633 -0.6232 0.3911
H5 -5.8975 1.5968 1.4573
H6 -3.6848 2.6873 1.5174
H7 0.5504 3.7062 0.5571
H8 0.9424 5.4920 -1.0795
H9 -0.5755 5.7593 -3.0188
H10 -2.4845 4.2134 -3.3041
H11 -2.8695 2.4091 -1.6709
C15 0.1183 -3.5691 3.8823
N1 -0.1036 -3.8080 2.4319
C16 0.0275 -5.2501 2.1232
C17 -1.4167 -3.2436 1.8596
C18 -2.1860 -2.3457 2.7829
C19 -3.3102 -2.8319 3.4419
C20 -4.0402 -1.9939 4.2708
C21 -3.6306 -0.6779 4.4388
C22 -2.5004 -0.1966 3.7896
C23 -1.7566 -1.0141 2.9391
H12 1.0931 -3.9804 4.1343
H13 -0.6694 -4.0519 4.4560
H14 0.1079 -2.5003 4.0774
H15 0.6850 -3.3148 1.9413
H16 -0.7732 -5.7937 2.6214
H17 0.9937 -5.6051 2.4730
H18 -0.0423 -5.3904 1.0471
H19 -2.0077 -4.1009 1.5383
H20 -1.1120 -2.6836 0.9734
H21 -3.6293 -3.8585 3.2906
H22 -4.9259 -2.3602 4.7734
H23 -4.1999 -0.0169 5.0809
H24 -2.1959 0.8332 3.9375
O4 2.1642 -2.7457 1.2932
C24 2.6517 -1.6160 1.1326
N2 2.0170 -0.4581 1.3552
S1 2.9383 0.8699 1.0461
O5 3.2807 1.5609 2.2494
O6 2.3248 1.6057 -0.0291
C25 4.3294 -0.0613 0.4708
C26 5.5390 0.3841 -0.0186
C27 6.4688 -0.5822 -0.3861
C28 6.1821 -1.9388 -0.2606
C29 4.9557 -2.3658 0.2336
C30 4.0334 -1.4037 0.5996
H25 5.7550 1.4396 -0.1129
H26 7.4294 -0.2742 -0.7773
H27 6.9250 -2.6681 -0.5552
H28 4.7132 -3.4151 0.3351

Atoms 1-2, force components in eV/Å:
-0.1 0.7 0.0
-0.6 0.0 0.1

Computed properties:
ΔE to the lowest compared entry with this formula, charge and spin	0.0	kJ/mol
orbital gap (alpha / beta)	0.29288 / 0.26568	Eh
E_HOMO (alpha / beta)	-7.89 / -8.46	eV
expectation value of S²	2.01
charge	0
multiplicity	3
E	-2238.4069	a.u.

Here are the natural (NBO) charges for atoms 1 to 8, given in e: atom 1 (Pt): 1.02, atom 2 (O): -0.74, atom 3 (C): 0.06, atom 4 (C): 0.76, atom 5 (O): -0.64, atom 6 (O): -0.74, atom 7 (C): -0.05, atom 8 (C): -0.16